Entry 1:
{
  "formula": "C21H43BO11",
  "method": "ωB97M-V/def2-TZVPD",
  "total_energy_ev": -45676.9541,
  "smiles": "CCOB(O)OC(=O)O.CC(C)=O.CC(C)=O.CC(C)=O.CC(C)=O.CC(C)=O.CC(C)=O",
  "spin_multiplicity": 1,
  "fmax_ev_per_a": 0.77,
  "symbols": ["C", "C", "O", "B", "O", "O", "C", "O", "O", "H", "H", "H", "H", "H", "H", "H", "C", "C", "O", "C", "H", "H", "H", "H", "H", "H", "C", "C", "O", "C", "H", "H", "H", "H", "H", "H", "C", "C", "O", "C", "H", "H", "H", "H", "H", "H", "C", "C", "O", "C", "H", "H", "H", "H", "H", "H", "C", "C", "O", "C", "H", "H", "H", "H", "H", "H", "C", "C", "O", "C", "H", "H", "H", "H", "H", "H"],
  "coordinates": [[2.27, -2.35, 2.01], [1.84, -1.50, 0.83], [0.40, -1.34, 0.75], [-0.19, -0.89, 1.90], [0.22, 0.27, 2.55], [-1.29, -1.55, 2.42], [-1.71, -2.70, 1.82], [-1.51, -3.80, 2.26], [-2.40, -2.47, 0.69], [2.41, -1.77, 2.93], [3.25, -2.79, 1.79], [1.58, -3.17, 2.18], [2.14, -1.99, -0.10], [2.32, -0.52, 0.88], [0.63, 0.07, 3.39], [-2.80, -1.59, 0.74], [6.59, 0.65, 2.38], [5.09, 0.64, 2.24], [4.49, -0.28, 1.73], [4.35, 1.85, 2.76], [6.99, -0.27, 1.96], [7.01, 1.50, 1.84], [6.86, 0.73, 3.43], [4.70, 2.75, 2.25], [4.55, 1.98, 3.83], [3.28, 1.74, 2.60], [-5.08, -4.35, 0.35], [-6.45, -3.89, -0.08], [-7.11, -4.51, -0.89], [-6.95, -2.60, 0.53], [-4.83, -5.28, -0.16], [-4.34, -3.60, 0.10], [-5.06, -4.51, 1.43], [-6.26, -1.79, 0.30], [-7.00, -2.71, 1.62], [-7.94, -2.37, 0.14], [7.75, 2.53, -1.79], [8.84, 2.21, -0.80], [8.64, 2.23, 0.39], [10.19, 1.86, -1.37], [6.83, 2.76, -1.27], [8.04, 3.39, -2.40], [7.58, 1.68, -2.45], [10.57, 2.69, -1.97], [10.11, 0.98, -2.01], [10.89, 1.65, -0.56], [6.88, 6.80, -1.36], [6.60, 6.52, -2.81], [6.89, 5.46, -3.32], [5.94, 7.62, -3.60], [7.35, 5.93, -0.90], [7.54, 7.66, -1.26], [5.95, 7.02, -0.83], [6.57, 8.52, -3.59], [4.98, 7.88, -3.16], [5.80, 7.30, -4.63], [-4.89, 0.77, -2.51], [-4.06, 0.01, -1.51], [-4.42, -0.14, -0.36], [-2.76, -0.58, -1.96], [-5.80, 1.13, -2.04], [-4.32, 1.62, -2.89], [-5.15, 0.12, -3.34], [-2.08, 0.19, -2.32], [-2.92, -1.30, -2.76], [-2.32, -1.07, -1.10], [-12.45, -3.35, -0.01], [-11.78, -4.15, 1.09], [-12.26, -4.24, 2.19], [-10.48, -4.82, 0.73], [-13.37, -2.92, 0.37], [-11.79, -2.56, -0.35], [-12.67, -4.00, -0.86], [-9.74, -4.08, 0.41], [-10.63, -5.52, -0.09], [-10.09, -5.36, 1.59]]
}

=====

Entry 2:
{
  "formula": "C5H6O",
  "method": "ωB97M-V/def2-TZVPD",
  "relative_energy_kcal_mol": 100.8,
  "spin_multiplicity": 1,
  "fmax_ev_per_a": 5.20,
  "symbols": ["C", "C", "O", "C", "C", "C", "H", "H", "H", "H", "H", "H"],
  "coordinates": [[0.17, 0.52, 1.05], [-0.42, 0.86, -0.35], [0.93, 0.73, -0.88], [1.07, -0.27, 0.11], [-0.33, -1.37, -0.54], [-1.14, -0.41, -0.79], [0.68, 1.39, 1.49], [-0.46, -0.01, 1.77], [-0.90, 1.80, -0.60], [2.11, -0.59, 0.32], [0.40, -2.14, -0.37], [-2.12, -0.51, -1.22]]
}

=====

Entry 3:
{
  "formula": "C2H6N4OS",
  "method": "ωB97M-V/def2-TZVPD",
  "relative_energy_kcal_mol": 112.8,
  "smiles": "NNN1NCC(=O)S1",
  "spin_multiplicity": 1,
  "fmax_ev_per_a": 5.38,
  "symbols": ["C", "C", "N", "N", "N", "N", "O", "S", "H", "H", "H", "H", "H", "H"],
  "coordinates": [[2.05, 0.04, 0.13], [1.14, -1.24, 0.24], [0.15, -1.01, -0.72], [-0.40, 0.31, -0.60], [-2.39, 1.08, 0.12], [-1.44, 0.35, 0.59], [3.23, 0.17, 0.42], [1.01, 1.32, -0.30], [1.65, -2.14, -0.02], [0.76, -1.15, 1.28], [0.23, -1.21, -1.68], [-2.15, 1.98, -0.20], [-2.97, 0.70, -0.60], [-0.86, 0.81, 1.34]]
}

=====

Entry 4:
{
  "formula": "C12H32BrN4O4",
  "method": "ωB97M-V/def2-TZVPD",
  "relative_energy_kcal_mol": 0.0,
  "spin_multiplicity": 2,
  "fmax_ev_per_a": 3.96,
  "total_charge": 2,
  "symbols": ["Br", "C", "C", "O", "N", "H", "H", "C", "H", "H", "H", "H", "H", "H", "C", "C", "O", "N", "H", "H", "C", "H", "H", "H", "H", "H", "H", "C", "C", "O", "N", "H", "H", "C", "H", "H", "H", "H", "H", "H", "C", "C", "O", "N", "H", "H", "C", "H", "H", "H", "H", "H", "H"],
  "coordinates": [[10.62, 12.55, 14.82], [8.21, 9.49, 16.62], [9.25, 9.19, 15.61], [10.29, 8.60, 15.91], [9.11, 9.70, 14.19], [8.69, 10.61, 14.20], [10.05, 9.86, 13.84], [8.36, 8.80, 13.26], [8.39, 9.21, 17.66], [7.34, 8.98, 16.20], [8.05, 10.57, 16.64], [7.54, 8.35, 13.82], [9.03, 8.03, 12.87], [8.05, 9.43, 12.43], [13.71, 9.79, 16.16], [12.72, 9.84, 17.26], [12.50, 8.95, 18.03], [12.17, 11.32, 17.54], [12.89, 11.85, 18.01], [12.04, 11.80, 16.66], [10.89, 11.35, 18.38], [14.10, 8.77, 16.11], [14.53, 10.39, 16.54], [13.45, 10.01, 15.12], [10.34, 12.23, 18.02], [11.28, 11.54, 19.38], [10.37, 10.40, 18.32], [7.06, 15.07, 15.61], [8.12, 15.81, 14.88], [8.65, 16.80, 15.31], [8.68, 15.23, 13.50], [9.01, 14.33, 13.85], [8.00, 15.08, 12.77], [9.78, 16.11, 12.88], [7.08, 15.37, 16.65], [7.43, 14.06, 15.79], [6.12, 15.06, 15.07], [10.60, 16.09, 13.60], [9.27, 17.07, 12.98], [9.91, 15.77, 11.85], [13.90, 13.93, 10.11], [13.10, 13.70, 11.37], [12.74, 14.64, 12.01], [12.80, 12.34, 12.00], [13.27, 12.34, 12.89], [11.81, 12.31, 12.21], [13.36, 11.15, 11.13], [13.67, 14.82, 9.53], [13.83, 13.06, 9.46], [14.93, 14.10, 10.44], [13.55, 10.36, 11.86], [14.22, 11.32, 10.48], [12.56, 10.91, 10.44]]
}